4
Properties=species:S:1:pos:R:3 method="wB97M-V/def2-TZVPD" e_lumo_ev="5.22 / 5.22" total_energy_ha=-329.5839 largest_force_ev_per_a=8.8 total_charge=-1 relative_energy_kcal_mol=41.8
F -0.612 -1.410 -0.193
N 0.052 0.064 0.488
O 1.404 0.208 -0.107
F -0.844 1.138 -0.188

41
Properties=species:S:1:pos:R:3 method="wB97M-V/def2-TZVPD" e_lumo_ev=0.72 total_energy_ha=-736.3346 largest_force_ev_per_a=4.4 relative_energy_kcal_mol=72.2 smiles="CC1=COC=C[C@@]2(C)CC[C@@H](C(C)(C)O)C[C@@H]12"
H -3.012 -2.023 -1.291
H -4.393 -1.926 -0.283
H -3.004 0.486 -1.213
H -0.766 0.208 -1.200
O 1.329 2.053 -2.390
H -2.874 -2.911 0.192
H 0.748 2.918 0.921
H 3.245 -0.316 1.538
C 2.886 -1.547 -1.894
H 2.284 -2.479 -2.177
H 3.324 1.408 1.679
H -0.790 -1.581 1.221
H 1.271 -1.323 0.153
O -3.526 -0.693 1.810
C 1.008 2.589 -1.170
H 0.973 -0.582 2.150
C 1.930 -0.327 -1.623
H 3.556 -1.309 -2.785
C 1.103 -0.385 -0.363
H -1.250 0.001 2.812
C -0.865 0.387 1.800
H -1.127 1.410 1.575
C -3.247 0.529 -0.160
H -4.294 0.632 -0.022
H 0.963 1.021 2.771
H 3.653 0.529 0.064
C 1.964 0.820 -2.470
C -3.297 -1.975 -0.216
H 2.652 0.683 -3.317
C -1.235 -0.685 0.811
C -0.399 -0.564 -0.544
C 1.124 2.163 0.188
C -2.812 -0.690 0.582
H -2.824 1.453 0.271
H -0.592 -1.510 -0.951
C 3.023 0.548 0.980
C 0.631 0.423 1.914
C 1.509 0.725 0.627
H -3.068 -0.094 2.381
H 0.673 3.654 -1.360
H 3.524 -1.719 -1.013

62
Properties=species:S:1:pos:R:3 method="wB97M-V/def2-TZVPD" e_lumo_ev="-4.87 / -8.59" total_energy_ha=-1835.6587 largest_force_ev_per_a=2.2 spin_multiplicity=5 total_charge=+2
H -1.758 -2.612 0.079
H 4.079 0.091 0.729
H 1.024 2.946 -1.830
H 3.212 1.460 -2.456
C -2.147 -3.337 2.114
H 0.321 1.585 -0.634
H 3.130 -1.333 -2.098
H -2.380 2.891 -1.394
H 2.040 -2.261 -4.063
H -2.750 -4.183 1.756
H -0.098 -3.149 -5.099
H -1.642 1.885 -2.704
N -0.499 1.305 3.446
H -4.640 0.816 -0.165
C 1.026 -1.343 -2.401
C -1.078 -2.075 3.860
H 3.163 1.479 0.074
N -0.199 -0.916 -1.922
H 0.537 -0.137 4.447
H -3.411 1.870 -2.448
C -3.691 0.701 0.389
H -2.298 -2.624 -3.939
O 0.384 3.010 -1.062
H -0.264 1.455 1.403
H -1.779 2.513 4.590
H -3.126 -1.719 -1.287
H 3.325 -2.430 0.541
H 0.472 2.823 2.355
H 2.831 0.878 1.724
H -0.837 -1.933 4.901
C 2.161 -1.155 -1.607
C -2.438 1.936 -1.942
H 0.937 3.428 -0.352
H 1.652 -2.967 0.345
C -0.592 -1.150 2.927
H 2.685 2.246 -3.648
P 1.884 -0.595 0.052
C -1.529 1.455 4.434
H -3.444 -0.582 -2.631
H 1.095 0.210 2.748
C -1.874 -3.145 3.467
O 2.758 2.332 -2.666
H -3.746 -0.178 1.050
C -0.850 -1.311 1.553
H -2.451 0.917 4.163
H -1.159 1.022 5.369
C -1.354 -1.307 -2.482
C -0.122 -2.522 -4.182
H -3.503 1.598 1.003
H 2.153 -2.226 1.895
C 1.058 -2.042 -3.632
C 3.095 0.577 0.697
P -2.310 0.553 -0.760
C -2.691 -0.890 -1.876
C 2.290 -2.214 0.812
H -1.334 2.741 2.162
C 0.210 0.047 3.409
C -1.357 -2.185 -3.590
C -0.415 2.149 2.308
C -1.587 -2.431 1.156
Rh -0.248 0.045 -0.023
H -2.297 -3.820 4.189

16
Properties=species:S:1:pos:R:3 method="wB97M-V/def2-TZVPD" e_lumo_ev=1.04 total_energy_ha=-308.8570 largest_force_ev_per_a=0.4 relative_energy_kcal_mol=25.8 smiles=CO[C@@H](C)CO
H 2.349 1.428 0.887
O 0.494 0.641 0.639
O -1.712 1.588 -0.436
C 1.745 0.990 0.090
H 0.141 -0.149 -1.227
H -1.030 1.953 0.149
H 2.263 0.105 -0.308
H -0.615 -1.982 1.113
H -0.082 -2.429 -0.529
C -1.673 0.204 -0.181
H 1.073 -1.764 0.638
C -0.220 -0.272 -0.196
H -2.244 -0.290 -0.975
C 0.039 -1.700 0.279
H 1.617 1.717 -0.725
H -2.147 -0.041 0.784

20
Properties=species:S:1:pos:R:3 method="wB97M-V/def2-TZVPD" e_lumo_ev=0.41 total_energy_ha=-763.1316 largest_force_ev_per_a=4.7 relative_energy_kcal_mol=172.5 smiles="[H]/N=C/[S@](=C)(=O)C1(C)CC1"
H -0.042 -1.523 2.501
C -0.050 -0.544 0.618
H -1.832 -1.565 0.247
C 1.060 1.096 -1.608
C 1.043 -1.539 0.582
S 0.622 1.211 0.089
H -0.909 2.668 -1.130
O 1.821 1.412 0.854
C 0.624 -0.997 1.889
N 0.322 0.490 -2.393
C -0.366 2.979 -0.211
H -2.084 0.025 -0.049
H 0.690 -2.511 0.284
C -1.313 -0.830 -0.179
H -1.071 -0.927 -1.296
H 0.374 0.465 -3.391
H 1.823 1.829 -2.101
H -1.112 2.879 0.495
H 1.136 -0.154 2.257
H 2.057 -1.178 0.098

30
Properties=species:S:1:pos:R:3 method="wB97M-V/def2-TZVPD" e_lumo_ev="2.45 / 2.45" total_energy_ha=-2378.4803 largest_force_ev_per_a=1.8 spin_multiplicity=2 total_charge=-1
N 0.034 -4.506 0.427
H -3.508 0.325 1.455
Fe 0.151 -0.026 0.282
N -1.878 0.171 0.048
O -0.135 -1.072 -1.569
C 0.049 -3.270 1.117
H 1.015 -5.697 1.845
O 1.993 0.160 0.462
N -0.020 -2.157 0.338
H -1.922 1.148 -0.226
O 3.643 1.539 -0.155
H -0.135 -3.500 -2.770
C 2.473 1.286 0.001
C -0.108 -3.463 -1.694
O 1.471 3.456 -0.533
O 0.210 1.604 -0.602
H -2.524 -1.153 1.521
C 0.107 -5.704 1.244
O -0.339 0.587 1.991
H -0.741 -5.749 1.926
H -2.245 -0.405 -0.699
H 0.101 -6.574 0.591
C -0.095 -2.199 -1.002
H 0.002 -5.563 -1.353
O -1.980 0.895 3.481
C -0.028 -4.567 -0.929
O 0.102 -3.282 2.331
C 1.330 2.268 -0.400
C -2.500 -0.075 1.349
C -1.568 0.532 2.399

60
Properties=species:S:1:pos:R:3 method="wB97M-V/def2-TZVPD" e_lumo_ev=-2.53 total_energy_ha=-1496.0201 largest_force_ev_per_a=1.7 relative_energy_kcal_mol=11.4
C 4.258 -5.060 1.450
O -3.713 1.774 -0.048
H 1.197 0.529 1.307
C -1.459 -0.753 1.321
H -1.267 -2.143 3.481
H -0.975 0.541 4.920
H -6.339 3.786 -0.448
H -1.679 -2.278 -1.992
H -4.470 3.331 1.078
C 1.537 0.255 0.312
H 0.292 2.955 -5.312
H 1.808 3.918 -5.179
H 2.854 0.481 -2.144
H 3.061 -4.176 3.030
C -1.178 -1.375 -1.608
C 0.731 3.900 -4.958
C -3.318 0.817 0.820
H -4.830 3.738 -1.381
H 4.654 -3.421 2.835
H -2.415 -0.499 4.971
O -0.786 -1.778 1.144
C 0.452 3.417 -1.315
C 1.813 2.169 -2.929
H 2.658 -1.134 2.312
C 1.438 1.274 -0.672
H 0.234 4.747 -5.435
C -2.246 -0.448 -1.076
O 3.879 -4.793 0.044
C 0.938 3.243 -2.637
H 0.264 2.547 0.632
C -5.529 3.142 -0.789
C 3.809 -3.861 2.293
O 0.473 4.123 -3.557
H -0.478 -1.677 -0.823
O -3.911 0.604 1.863
C -4.850 2.545 0.411
C 2.243 -1.721 -1.064
O -3.189 -0.119 -1.804
H 3.765 -5.993 1.749
C -2.171 0.007 0.307
H 0.160 -1.057 3.402
O -1.596 -0.262 2.563
H -5.555 1.906 0.962
C 2.679 -1.662 1.356
H 1.837 -1.257 -1.961
C 3.306 -3.563 0.008
C 0.667 2.443 -0.377
H -0.885 -1.058 5.674
H -5.961 2.356 -1.417
H -0.647 -0.899 -2.446
H 2.910 -3.506 -2.099
C 2.163 -1.021 0.189
C 2.100 1.239 -1.941
C -1.328 -0.490 4.858
C -0.934 -1.093 3.545
H -0.106 4.323 -1.086
C 2.809 -2.968 -1.161
C 3.228 -2.923 1.271
H 2.252 2.077 -3.926
H 5.346 -5.198 1.479

84
Properties=species:S:1:pos:R:3 method="wB97M-V/def2-TZVPD" e_lumo_ev=1.45 total_energy_ha=-2244.2155 largest_force_ev_per_a=0.3 total_charge=-1 relative_energy_kcal_mol=0.0
N -1.510 -1.228 0.456
C 0.696 1.005 4.229
H -3.983 -1.626 3.746
Be -0.014 0.037 0.223
C 2.696 2.996 -1.049
C -1.661 -0.363 -2.334
C 1.388 2.785 -3.620
C 4.507 4.095 4.882
H 0.036 4.431 -3.418
C -2.952 -3.666 6.248
C 2.974 2.986 0.270
C -5.212 -3.003 -3.724
C -2.648 -3.047 1.333
C 1.531 2.166 -1.226
N 3.265 -4.830 -1.791
H 0.900 5.634 -5.398
C -3.183 -3.985 -4.550
H -2.672 -4.666 -5.219
C -0.948 1.112 -3.850
C 2.516 -1.782 -3.370
N 1.219 -1.152 -0.253
H -2.494 -0.330 -4.416
C 2.424 2.240 -4.376
C 1.972 2.154 0.888
N 0.096 0.265 2.114
C -4.567 -3.882 -4.583
C 2.913 2.914 -5.486
H 1.184 1.601 4.983
C 1.863 1.964 2.260
H 5.251 2.159 5.434
H 2.822 1.270 -4.104
H -3.335 -4.216 7.099
C 2.370 4.137 -5.858
C -1.108 -3.006 4.850
H 3.775 3.491 0.786
H 2.749 4.660 -6.727
C -3.317 -2.213 4.366
C -3.086 -2.332 -2.795
H -5.141 -4.484 -5.277
C -1.435 -1.499 2.874
H 3.725 0.941 3.922
C 1.733 -1.773 -1.081
H 3.560 5.869 4.128
H -1.365 -3.280 -3.642
H 5.176 4.632 5.542
C -2.167 -1.913 -0.531
H -6.291 -2.915 -3.746
H -0.652 -0.323 5.322
N -0.740 0.383 -1.656
C -1.961 -2.250 4.049
H -4.868 -2.875 5.689
C 2.749 4.097 3.239
H -3.005 -3.742 2.075
C -2.279 -1.506 -1.848
H -3.420 -3.770 -0.584
C 3.690 2.022 3.974
H -0.922 -4.298 6.550
C 4.547 2.709 4.822
N 2.638 -1.224 -4.375
C 1.332 4.682 -5.114
C 0.914 1.118 2.810
H -4.971 -1.545 -2.162
H 3.213 3.517 -1.839
C -2.447 -3.212 -3.663
C -1.598 -3.710 5.942
C 0.845 4.008 -4.002
C -0.227 0.039 4.400
H 2.040 4.636 2.621
C -0.263 1.256 -2.591
H -0.745 1.685 -4.741
C -4.474 -2.233 -2.835
C -3.811 -2.916 5.457
C -2.854 -3.063 0.000
C 2.780 2.705 3.170
H -0.054 -3.043 4.603
C -0.576 -0.434 3.085
C 3.603 4.787 4.087
C 0.863 2.051 -2.432
C 2.359 -2.447 -2.128
C -1.824 -1.894 1.600
H 3.712 2.473 -6.070
N 1.118 1.631 -0.035
C -1.822 0.098 -3.690
C 2.857 -3.760 -1.940